{"formula": "C24H38GaN2O2PS2", "method": "wB97M-V/def2-TZVPD", "elements": ["C", "C", "C", "Ga", "C", "C", "C", "S", "C", "S", "N", "C", "C", "C", "C", "C", "C", "C", "C", "C", "C", "C", "C", "P", "C", "O", "H", "H", "H", "H", "H", "H", "H", "H", "H", "H", "H", "H", "H", "H", "H", "H", "H", "H", "H", "H", "H", "H", "H", "H", "H", "H", "C", "C", "C", "O", "C", "N", "H", "H", "H", "H", "H", "H", "H", "H", "H", "H", "H", "H"], "coordinates": [[5.969, 0.030, 4.260], [5.705, -0.716, 2.974], [5.763, 0.027, 1.478], [6.524, -1.197, 0.002], [5.170, -1.801, -1.436], [3.787, -0.931, -1.315], [2.687, -1.878, -0.528], [0.996, -1.367, -1.149], [-0.196, -1.365, 0.346], [0.214, -0.597, 1.845], [-1.522, -2.048, 0.113], [-2.693, -1.098, 0.095], [-3.103, -0.476, -1.403], [-4.328, 0.611, -1.566], [-5.179, 1.115, -0.238], [-4.820, 0.516, 1.254], [-3.571, -0.579, 1.376], [-1.735, -3.261, 0.979], [-1.859, -3.314, 2.611], [-2.088, -4.750, 3.422], [-2.153, -6.203, 2.621], [-1.983, -6.172, 0.966], [-1.806, -4.732, 0.189], [7.445, -3.163, 0.938], [9.280, -3.142, 0.303], [6.541, -4.470, 0.216], [5.950, 1.214, 4.248], [6.132, -0.602, 5.233], [5.437, -1.853, 3.088], [6.517, 0.935, 1.600], [4.713, 0.497, 1.262], [7.701, -0.397, -0.787], [4.939, -2.956, -1.269], [5.581, -1.701, -2.545], [3.896, 0.064, -0.710], [3.312, -0.677, -2.365], [2.804, -3.029, -0.744], [2.691, -1.743, 0.643], [-2.462, -0.823, -2.341], [-4.605, 1.068, -2.624], [-6.038, 1.908, -0.299], [-5.378, 0.861, 2.227], [-3.325, -0.951, 2.457], [-1.800, -2.320, 3.228], [-2.214, -4.801, 4.608], [-2.307, -7.192, 3.242], [-2.008, -7.212, 0.415], [-1.690, -4.730, -0.976], [9.611, -4.262, 0.220], [9.873, -2.505, 1.086], [9.285, -2.614, -0.760], [5.620, -4.463, 0.653], [-3.825, 6.179, -3.248], [-4.274, 4.808, -2.763], [-5.716, 4.797, -2.231], [-5.756, 5.391, -0.927], [-6.184, 6.753, -0.922], [-3.380, 4.401, -1.633], [-3.694, 6.890, -2.429], [-2.862, 6.103, -3.767], [-4.549, 6.598, -3.954], [-4.149, 4.069, -3.561], [-6.028, 3.754, -2.098], [-6.424, 5.256, -2.930], [-6.853, 6.988, -1.754], [-5.310, 7.406, -0.950], [-6.715, 6.939, 0.017], [-2.389, 4.598, -1.798], [-3.486, 3.403, -1.407], [-3.687, 4.913, -0.787]], "mol_weight_g_mol": 551.4, "total_energy_ha": -4258.836772, "fmax_ev_per_a": 5.33, "orbital_gap_ev": 3.02}

---

{"formula": "C5H13N", "method": "wB97M-V/def2-TZVPD", "elements": ["C", "N", "C", "C", "C", "C", "H", "H", "H", "H", "H", "H", "H", "H", "H", "H", "H", "H", "H"], "coordinates": [[1.546, -1.648, -0.786], [0.789, -0.386, -0.786], [-0.887, 2.183, -0.578], [-1.212, 0.792, 0.007], [0.073, 0.075, 0.390], [-0.098, -0.940, 1.487], [1.033, -2.318, -0.102], [2.559, -1.502, -0.417], [1.638, -1.969, -1.817], [0.390, -0.127, -1.658], [-1.464, 2.636, -1.384], [0.160, 2.338, -0.825], [-1.020, 2.827, 0.303], [-2.002, 0.630, 0.736], [-1.606, 0.212, -0.857], [0.662, 0.895, 0.867], [0.778, -1.478, 1.853], [-0.575, -0.446, 2.338], [-0.766, -1.774, 1.231]], "mol_weight_g_mol": 87.2, "total_energy_ha": -253.015391, "fmax_ev_per_a": 3.41, "orbital_gap_ev": 9.22}

---

{"formula": "C3H7N3", "method": "wB97M-V/def2-TZVPD", "elements": ["C", "C", "C", "H", "H", "H", "H", "H", "H", "H", "N", "N", "N"], "coordinates": [[0.021, 0.390, -0.082], [1.444, 0.299, -0.282], [2.185, -0.689, 0.220], [-2.275, 0.033, -0.779], [-2.304, -0.057, 0.975], [-0.437, -1.360, -0.797], [0.058, 2.246, 0.268], [1.922, 1.119, -0.813], [3.230, -0.617, 0.059], [1.734, -1.513, 0.882], [-2.113, -0.672, -0.008], [-0.725, -0.774, -0.038], [-0.565, 1.467, 0.199]], "mol_weight_g_mol": 85.1, "total_energy_ha": -282.696944, "fmax_ev_per_a": 4.18, "orbital_gap_ev": 10.32}

---

{"formula": "C42H39N4O3P2Y", "method": "wB97M-V/def2-TZVPD", "elements": ["Y", "C", "N", "P", "C", "C", "C", "C", "C", "C", "C", "C", "C", "C", "C", "C", "P", "C", "C", "C", "C", "C", "C", "C", "C", "C", "C", "C", "C", "H", "H", "H", "H", "H", "H", "H", "H", "H", "H", "H", "H", "H", "H", "H", "H", "H", "H", "H", "H", "H", "H", "H", "C", "O", "C", "C", "C", "C", "C", "C", "N", "N", "C", "C", "C", "C", "O", "C", "N", "C", "C", "C", "C", "H", "H", "H", "H", "H", "H", "H", "H", "H", "H", "H", "H", "C", "O", "H", "H", "H", "H"], "coordinates": [[1.040, -0.784, -0.140], [1.219, 2.990, -3.024], [1.110, 1.806, -2.153], [2.222, 0.530, -2.253], [3.858, 1.269, -2.054], [4.378, 1.345, -0.761], [5.601, 1.952, -0.524], [6.315, 2.485, -1.589], [5.806, 2.417, -2.880], [4.580, 1.810, -3.117], [2.141, -0.075, -3.949], [1.043, 0.181, -4.766], [1.003, -0.345, -6.051], [2.044, -1.138, -6.512], [3.126, -1.423, -5.687], [3.176, -0.894, -4.408], [0.146, 1.824, -0.736], [0.223, 3.475, -0.046], [0.952, 3.640, 1.135], [1.051, 4.888, 1.732], [0.416, 5.977, 1.150], [-0.306, 5.822, -0.027], [-0.407, 4.578, -0.627], [-1.538, 1.561, -1.366], [-2.642, 2.284, -0.917], [-3.921, 1.936, -1.334], [-4.109, 0.852, -2.177], [-3.017, 0.106, -2.606], [-1.741, 0.460, -2.202], [1.703, 2.718, -3.960], [1.798, 3.778, -2.541], [0.225, 3.369, -3.261], [3.825, 0.923, 0.076], [6.001, 2.007, 0.480], [7.275, 2.950, -1.412], [6.367, 2.834, -3.705], [4.195, 1.748, -4.127], [0.222, 0.790, -4.407], [0.158, -0.133, -6.693], [2.014, -1.533, -7.519], [3.932, -2.049, -6.046], [4.030, -1.101, -3.771], [1.443, 2.786, 1.591], [1.620, 5.011, 2.643], [0.480, 6.950, 1.619], [-0.793, 6.676, -0.479], [-0.975, 4.471, -1.542], [-2.511, 3.114, -0.235], [-4.773, 2.510, -0.992], [-5.106, 0.581, -2.499], [-3.163, -0.754, -3.247], [-0.901, -0.130, -2.553], [-0.881, -1.654, 8.075], [-0.645, -2.469, 6.930], [-1.694, -2.761, 6.136], [-3.004, -2.365, 6.385], [-4.002, -2.711, 5.482], [-3.701, -3.380, 4.308], [-2.394, -3.834, 4.097], [-1.406, -3.537, 5.007], [-4.807, -3.581, 3.422], [-4.671, -3.684, 2.191], [-3.511, -3.275, 1.473], [-3.108, -4.061, 0.430], [-1.994, -3.722, -0.368], [-1.259, -2.605, -0.109], [-0.182, -2.220, -0.852], [-1.659, -1.770, 0.967], [-0.884, -0.660, 1.230], [-1.339, 0.242, 2.088], [-2.573, 0.128, 2.723], [-3.323, -1.002, 2.516], [-2.844, -2.030, 1.682], [0.091, -1.485, 8.526], [-1.529, -2.162, 8.790], [-1.325, -0.699, 7.790], [-3.257, -1.809, 7.275], [-5.033, -2.429, 5.664], [-2.169, -4.454, 3.239], [-0.394, -3.900, 4.878], [-3.656, -4.975, 0.240], [-1.724, -4.340, -1.215], [-0.710, 1.108, 2.268], [-2.920, 0.921, 3.371], [-4.298, -1.097, 2.977], [2.458, -3.691, -1.435], [2.704, -2.589, -0.505], [2.856, -4.611, -1.015], [2.931, -3.473, -2.390], [1.386, -3.769, -1.559], [3.631, -2.641, -0.245]], "mol_weight_g_mol": 798.7, "charge": 2, "total_energy_ha": -2789.237408, "fmax_ev_per_a": 1.56, "orbital_gap_ev": 6.05}

---

{"formula": "C16H28ClN4O4", "method": "wB97M-V/def2-TZVPD", "elements": ["Cl", "O", "O", "O", "O", "C", "C", "C", "C", "N", "H", "H", "H", "H", "H", "H", "H", "C", "C", "C", "C", "N", "H", "H", "H", "H", "H", "H", "H", "C", "C", "C", "C", "N", "H", "H", "H", "H", "H", "H", "H", "C", "C", "C", "C", "N", "H", "H", "H", "H", "H", "H", "H"], "coordinates": [[2.567, -0.864, -2.249], [2.644, -0.967, -3.706], [2.939, 0.501, -1.979], [1.148, -1.169, -1.893], [3.403, -1.761, -1.472], [0.027, 3.607, 3.616], [0.055, 2.260, 2.870], [1.093, 2.296, 1.776], [2.176, 3.283, 1.987], [3.039, 4.041, 2.172], [-0.250, 4.379, 2.899], [0.934, 3.897, 4.147], [-0.824, 3.742, 4.284], [-0.870, 2.049, 2.335], [0.117, 1.375, 3.505], [0.678, 2.683, 0.846], [1.765, 1.441, 1.695], [2.726, -2.925, 4.342], [4.164, -3.180, 3.784], [4.540, -4.524, 3.035], [3.907, -5.653, 3.686], [3.490, -6.562, 4.186], [1.937, -3.103, 3.611], [2.669, -1.885, 4.662], [2.543, -3.519, 5.238], [4.965, -2.921, 4.476], [4.264, -2.337, 3.100], [5.605, -4.758, 3.027], [4.202, -4.524, 1.999], [-0.825, 3.546, -5.068], [0.094, 2.486, -5.638], [-0.672, 1.129, -5.735], [-2.024, 1.132, -6.273], [-3.143, 1.087, -6.578], [-1.638, 3.868, -5.718], [-0.085, 4.337, -4.947], [-1.143, 3.394, -4.037], [0.912, 2.395, -4.924], [0.538, 2.836, -6.570], [-0.696, 0.536, -4.821], [-0.135, 0.594, -6.519], [-5.502, -1.990, 0.906], [-4.745, -1.623, -0.398], [-3.821, -0.380, -0.499], [-4.521, 0.825, -0.137], [-5.112, 1.766, 0.165], [-6.085, -2.905, 0.798], [-6.143, -1.156, 1.191], [-4.852, -2.008, 1.781], [-5.515, -1.490, -1.157], [-3.977, -2.371, -0.596], [-3.451, -0.381, -1.524], [-3.114, -0.529, 0.318]], "mol_weight_g_mol": 375.9, "charge": -1, "total_energy_ha": -1606.360762, "fmax_ev_per_a": 4.22, "orbital_gap_ev": 8.42}

---

Which energy above the lowest of the compared OMol25 structures with the same formula, charge and spin belongs to each record? In order, 473.3; 29.9; 48.5; 18.3; 109.9 kcal per mole.
Which highest occupied orbital energy belongs to each record? In order, -4.62; -8.04; -9.37; -11.93; -6.18 eV.